This record from the Open Molecules 2025 dataset describes a structure of composition C35H30IrN5O4 in a non-equilibrium geometry. The level of theory is the ωB97M-V functional and the def2-TZVPD basis.

Last column: Löwdin charge in e.
Geometry (Å):
Ir: 0.859 1.070 -1.995  1.682
C: -1.324 2.777 -5.295  -0.009
C: -0.343 2.086 -4.607  -0.063
N: -0.113 2.299 -3.307  -0.063
C: -0.837 3.207 -2.619  -0.155
C: -1.861 3.952 -3.255  -0.139
C: -2.095 3.709 -4.624  0.051
C: -2.599 4.872 -2.492  -0.015
C: -2.332 5.025 -1.144  -0.051
C: -1.350 4.292 -0.507  0.017
C: -0.556 3.365 -1.221  -0.178
N: 0.434 2.549 -0.761  -0.091
C: 1.015 2.452 0.472  -0.169
C: 0.769 3.207 1.647  0.011
C: 1.355 2.854 2.846  -0.054
C: 2.236 1.789 2.944  -0.016
C: 2.610 1.074 1.794  -0.140
C: 3.546 0.021 1.800  0.054
C: 3.861 -0.620 0.611  -0.014
C: 3.249 -0.221 -0.558  -0.077
N: 2.341 0.771 -0.582  -0.064
C: 2.005 1.419 0.558  -0.154
H: -1.485 2.575 -6.342  0.121
H: 0.258 1.326 -5.085  0.122
H: -2.881 4.241 -5.137  0.132
H: -3.387 5.429 -2.969  0.118
H: -2.919 5.728 -0.576  0.118
H: -1.233 4.424 0.552  0.088
H: 0.140 4.076 1.624  0.088
H: 1.128 3.429 3.730  0.117
H: 2.674 1.521 3.892  0.118
H: 3.999 -0.276 2.731  0.131
H: 4.575 -1.427 0.593  0.120
H: 3.459 -0.704 -1.501  0.123
N: 2.903 1.529 -3.487  0.030
C: 3.052 0.437 -4.424  -0.135
C: 2.004 -0.745 -4.172  -0.672
O: 2.117 -1.710 -4.888  0.092
O: 1.165 -0.533 -3.265  -0.162
H: 2.712 2.412 -3.943  0.100
H: 3.699 1.635 -2.870  0.098
H: 4.038 -0.028 -4.379  0.129
H: 2.860 0.755 -5.449  0.125
C: -0.610 -3.003 5.857  -0.046
C: -0.044 -3.361 4.519  -0.237
C: 1.063 -4.198 4.437  -0.049
C: 1.675 -4.463 3.217  -0.087
C: 1.160 -3.923 2.063  -0.027
C: -0.017 -3.156 2.113  -0.203
N: -0.505 -2.687 0.912  0.095
C: -1.796 -2.543 0.513  -0.201
C: -2.830 -3.337 1.049  -0.020
C: -4.111 -3.242 0.554  -0.059
C: -4.401 -2.377 -0.497  -0.076
C: -3.401 -1.577 -1.029  -0.020
C: -2.111 -1.631 -0.526  -0.066
C: -1.092 -0.657 -1.024  -0.561
O: -1.435 0.252 -1.796  0.029
O: 0.096 -0.753 -0.603  -0.031
C: -0.604 -2.830 3.354  -0.166
C: -1.737 -1.857 3.460  -0.034
H: -0.163 -3.612 6.637  0.078
H: -1.688 -3.143 5.881  0.084
H: -0.403 -1.957 6.086  0.086
H: 1.463 -4.632 5.341  0.107
H: 2.545 -5.098 3.180  0.102
H: 1.617 -4.127 1.106  0.110
H: 0.163 -2.223 0.275  0.124
H: -2.591 -4.046 1.827  0.122
H: -4.893 -3.854 0.976  0.111
H: -5.403 -2.317 -0.893  0.101
H: -3.609 -0.884 -1.831  0.116
H: -1.882 -1.296 2.541  0.077
H: -1.531 -1.150 4.261  0.080
H: -2.670 -2.367 3.701  0.094

Computed properties:
energy = -55256.0300 eV
max |F| = 3.06 eV Å⁻¹
charge = +1
2S+1 = 2
HOMO (alpha / beta) = -0.346 / -0.345 Eh
⟨S²⟩ = 1.0349
LUMO energy (alpha / beta) = -0.1969 / -0.1990 Ha
frontier orbital gap (alpha / beta) = 4.06 / 3.96 eV